## w
21
Properties=species:S:1:pos:R:3 method="wB97M-V/def2-TZVPD" smiles=O.O.O.O.O.O.O total_charge=0 homo_energy_ha=-0.374
O 1.084 1.066 -1.792
H 1.824 1.428 -1.290
H 0.337 1.618 -1.634
O -0.382 -0.605 -0.316
H -0.329 -0.390 0.614
H 0.372 -0.148 -0.731
O 2.461 -0.470 1.221
H 2.943 -0.867 0.435
H 3.177 -0.689 1.828
O -0.247 -1.654 -3.395
H -1.106 -1.506 -3.751
H -0.260 -2.020 -2.513
O 0.013 -0.147 2.339
H 0.148 -0.430 3.196
H 0.912 -0.110 1.947
O -2.610 -0.287 -1.581
H -1.820 -0.420 -1.054
H -2.212 -0.068 -2.407
O -1.605 2.033 2.674
H -1.696 2.389 3.554
H -1.003 1.278 2.655

## x
21
Properties=species:S:1:pos:R:3 method="wB97M-V/def2-TZVPD" smiles=O.O.O.O.O.O.O total_charge=0 homo_energy_ha=-0.419
O -0.879 -2.166 -0.803
H -0.001 -2.249 -0.289
H -1.533 -2.655 -0.300
O 2.776 -1.090 -1.643
H 1.867 -1.193 -1.946
H 2.748 -0.177 -1.343
O 1.544 -2.054 0.635
H 1.645 -1.029 0.619
H 2.043 -2.200 -0.156
O 0.153 2.680 0.882
H 0.176 3.288 0.167
H -0.834 2.453 0.951
O -2.344 2.092 1.020
H -2.594 1.699 1.894
H -2.571 1.367 0.435
O 1.877 0.859 0.074
H 1.135 1.438 0.415
H 2.424 0.731 0.852
O -2.645 -0.291 -0.225
H -1.791 -0.801 -0.336
H -3.197 -0.704 -0.902

Least stable = w